[1]
A molecular structure, C46H35BCl7N4O8ReS. Source: the OMol25 dataset; level of theory: ωB97M-V/def2-TZVPD.

Geometry as XYZ:
```
103
Properties=species:S:1:pos:R:3
Re 1.00927 -0.31256 0.23564
O -0.15133 4.05902 0.57247
C 1.11911 4.50550 0.59487
C 1.31719 5.86341 0.34121
C 2.59359 6.39201 0.31476
C 3.70075 5.57788 0.54592
C 3.50445 4.23444 0.80737
C 2.22614 3.67746 0.84786
C 2.06209 2.21299 1.05052
O 0.84899 1.71685 0.95779
N 3.10875 1.48301 1.27904
N 2.65622 0.14917 1.36637
C 3.37808 -0.67876 2.03283
C 2.92671 -1.96609 2.47490
C 3.86975 -2.87573 2.98491
C 3.48968 -4.06772 3.54767
C 2.11500 -4.34948 3.64559
C 1.17062 -3.46750 3.18300
C 1.53498 -2.25705 2.54033
O 0.61639 -1.46347 2.07985
H -0.09969 3.07648 0.60801
H 0.44599 6.47959 0.15493
H 2.72994 7.44524 0.09614
H 4.70220 5.98819 0.51286
H 4.34395 3.57418 0.98387
H 4.35213 -0.31076 2.35053
H 4.92279 -2.62082 2.90811
H 4.22657 -4.77086 3.91227
H 1.79315 -5.28172 4.09700
H 0.11144 -3.68976 3.25178
Cl 1.28846 -6.54786 -2.60477
C 0.81331 -4.91700 -2.26101
C -0.31489 -4.36838 -2.85345
Cl -1.27710 -5.30255 -3.94975
C -0.69970 -3.05851 -2.53665
Cl -2.13950 -2.34311 -3.19179
C 0.03285 -2.30432 -1.63622
O -0.29111 -1.08707 -1.24261
C 1.18199 -2.85550 -1.06896
O 1.83177 -2.04987 -0.23034
C 1.56433 -4.14747 -1.35558
Cl 2.96288 -4.77699 -0.55473
Cl -3.66386 -0.95439 7.69632
C -3.92684 -1.33920 6.01839
C -2.85748 -1.69051 5.21756
C -3.10068 -1.99338 3.88724
C -4.37936 -1.95001 3.33623
C -4.50905 -2.24269 1.86033
C -4.71451 -0.97547 1.02246
N -3.50148 -0.18173 1.08636
C -3.16340 0.75722 2.04117
C -1.84318 1.01654 1.84997
N -1.36919 0.25459 0.80054
C -2.39424 -0.43639 0.35884
O -5.53396 -3.18484 1.59333
C -5.03872 -4.30020 0.84756
C -4.15741 -5.15927 1.70556
C -2.79806 -5.21310 1.65487
Cl -1.76369 -4.37989 0.57721
S -2.12293 -6.23782 2.84972
C -3.67855 -6.62052 3.45464
C -4.65743 -5.98486 2.76288
C -5.42580 -1.58084 4.17456
Cl -7.06721 -1.45199 3.59354
C -5.21259 -1.28052 5.51104
H -1.85388 -1.72090 5.61989
H -2.26359 -2.25613 3.24586
H -3.54423 -2.65565 1.56398
H -5.55716 -0.39304 1.38977
H -4.91330 -1.25676 -0.01073
H -3.87613 1.11748 2.76512
H -1.19186 1.67828 2.39637
H -2.36331 -1.13584 -0.46043
H -4.50464 -3.97007 -0.04771
H -5.92173 -4.85585 0.53732
H -3.78043 -7.29664 4.28981
H -5.71207 -6.07208 2.99000
H -6.04243 -0.99640 6.14252
C 1.82508 6.26986 -4.80072
C 2.55677 5.15573 -5.54819
C 1.90564 4.99038 -6.92725
C 4.01990 5.58681 -5.72355
C 2.50272 3.82821 -4.78977
C 3.17405 2.71901 -5.31401
C 3.21052 1.48348 -4.66861
C 2.54409 1.39001 -3.46997
O 2.44644 0.32659 -2.61216
B 1.66943 0.76309 -1.52571
O 1.28564 2.10970 -1.75928
C 1.85499 2.46569 -2.95389
C 1.81502 3.69272 -3.57792
H 1.91980 7.20317 -5.36162
H 2.24557 6.42939 -3.80512
H 0.75999 6.05126 -4.69187
H 1.95502 5.92992 -7.48685
H 0.85594 4.70632 -6.82415
H 2.40619 4.21870 -7.51494
H 4.07125 6.54072 -6.25761
H 4.59183 4.85062 -6.29044
H 4.50096 5.71018 -4.75061
H 3.69576 2.81274 -6.25954
H 3.74423 0.63946 -5.08765
H 1.26936 4.50461 -3.11316
```

* total charge: -1
* E_tot: -6317.79536 a.u.
* energy relative to the best compared isomer or geometry (same formula, charge and spin): 13.0 kcal/mol
* multiplicity: 4

---

[2]
A molecular structure, C46H36Cl2F5Ge2N3S2Tl. Source: the OMol25 dataset; level of theory: ωB97M-V/def2-TZVPD.

Geometry as XYZ:
```
97
Properties=species:S:1:pos:R:3
Tl 0.17861 -1.06939 -0.20267
C -5.21869 -0.88554 -2.19909
S -3.80575 -1.42576 -3.17074
C -2.67642 -2.03470 -1.94599
S -2.92456 -1.86377 -0.28332
N -1.66563 -2.63030 -2.55761
N -0.69278 -2.99532 -1.68860
C -0.02830 -4.04226 -1.99096
C 0.94942 -4.64295 -1.07482
C 1.72149 -5.71404 -1.52637
C 2.60986 -6.32007 -0.65906
C 2.68991 -5.85416 0.64267
C 1.86970 -4.79683 1.00905
N 1.02118 -4.19610 0.18428
H -5.83350 -0.28637 -2.87129
H -5.79175 -1.73443 -1.83044
H -4.89392 -0.27855 -1.35874
H -0.24703 -4.56641 -2.92043
H 1.61774 -6.05013 -2.55033
H 3.22612 -7.14635 -0.99128
H 3.36343 -6.29620 1.36430
H 1.89414 -4.41544 2.02068
Cl 2.75433 -1.47681 2.60289
C 1.31046 -1.44025 3.62795
Cl -0.09700 -2.13430 2.80377
H 1.09627 -0.40519 3.87009
H 1.51013 -2.03800 4.50942
F -3.57140 1.66758 -0.19585
C -2.78328 1.60455 -1.28719
C -1.45292 1.16556 -1.17048
C -0.81068 1.11836 -2.42195
F 0.48403 0.72411 -2.46917
C -1.37663 1.46898 -3.62553
F -0.65646 1.39970 -4.75475
C -2.68106 1.92186 -3.66408
F -3.25310 2.27446 -4.82204
C -3.37545 1.99401 -2.47322
F -4.65075 2.40203 -2.48197
Ge 2.56614 -1.41586 -1.30875
C 2.58433 -1.83868 -3.22726
C 2.22192 -0.95070 -4.24053
C 2.25359 -1.33559 -5.57405
C 2.64548 -2.61932 -5.92459
C 3.01526 -3.51443 -4.93152
C 2.98542 -3.12312 -3.59980
C 3.67136 0.15943 -0.91517
C 4.62300 0.06190 0.10130
C 5.39146 1.15528 0.47818
C 5.22174 2.37465 -0.16115
C 4.28219 2.48952 -1.17649
C 3.51291 1.39438 -1.54509
H 3.39355 -2.57968 -0.70008
H 1.89089 0.05253 -4.00206
H 1.95664 -0.62933 -6.33977
H 2.66116 -2.92064 -6.96489
H 3.33071 -4.51807 -5.19285
H 3.29636 -3.82649 -2.83657
H 4.77585 -0.88855 0.60161
H 6.12340 1.05410 1.27104
H 5.81658 3.23149 0.13085
H 4.13897 3.43945 -1.67724
H 2.76886 1.51802 -2.32155
C -0.74452 0.86934 0.06835
Ge -1.41350 1.55588 1.70602
C -2.75362 0.70727 2.89131
C -2.39486 0.15948 4.12270
C -3.32631 -0.44488 4.95723
C -4.65770 -0.50831 4.57710
C -5.04360 0.04129 3.36309
C -4.10404 0.64018 2.53548
C 0.18874 1.89856 2.82257
C 0.09579 2.34440 4.14570
C 1.22910 2.67605 4.87472
C 2.48676 2.58117 4.28692
C 2.59698 2.16722 2.96839
C 1.45592 1.83107 2.24595
C -2.03491 3.39386 1.36542
C -3.13791 3.96743 1.99250
C -3.49863 5.28661 1.74410
C -2.75731 6.05426 0.85740
C -1.65363 5.49742 0.22528
C -1.29558 4.18097 0.48104
H -1.36524 0.21082 4.45260
H -3.00935 -0.86878 5.90327
H -5.38893 -0.98240 5.22090
H -6.08012 -0.00441 3.05088
H -4.43344 1.04298 1.58657
H -0.87784 2.44038 4.61417
H 1.13400 3.01949 5.89862
H 3.37323 2.84113 4.85366
H 3.57016 2.09878 2.49604
H 1.54188 1.51892 1.20915
H -3.73149 3.37944 2.68417
H -4.36283 5.71307 2.24003
H -3.03916 7.08132 0.65799
H -1.07136 6.08988 -0.47097
H -0.43421 3.74824 -0.01899
```

* total charge: -1
* E_tot: -8481.11793 a.u.
* energy relative to the best compared isomer or geometry (same formula, charge and spin): 41.4 kcal/mol
* multiplicity: 1